[1]
Molecular formula: C46H40N4O3Rh
Method: DFT, wB97M-V/def2-TZVPD

Last column: Mulliken charge in e.
Positions of all 94 atoms, in Å:
Rh (0.8896, 0.3105, -1.4280)  0.73
O (0.7806, -0.2802, -3.2579)  -1.23
C (0.6972, -1.6610, -3.6371)  3.19
C (1.0652, -2.5880, -2.4317)  -2.11
C (0.0534, -2.5930, -1.3158)  0.29
C (-0.8729, -3.6016, -1.1060)  -0.90
C (-1.8064, -3.4589, -0.0943)  -1.14
C (-1.8015, -2.3185, 0.6969)  -0.54
C (-0.8476, -1.3488, 0.4577)  -0.60
C (-0.7790, -0.0412, 1.1962)  0.21
C (-1.3933, 1.1282, 0.3832)  4.20
O (-0.7864, 1.1761, -0.9140)  -0.78
C (-1.0900, 2.4878, 1.0214)  -0.63
C (-0.2272, 2.6491, 2.0971)  1.08
C (0.0534, 3.9219, 2.5900)  -1.06
C (-0.5146, 5.0387, 2.0014)  -0.84
C (-1.3745, 4.8841, 0.9160)  -0.94
C (-1.6608, 3.6198, 0.4319)  -0.34
C (-2.8867, 0.8808, 0.2284)  -1.30
C (-3.3731, 0.2226, -0.8948)  -0.10
C (-4.7225, -0.0942, -0.9945)  -0.53
C (-5.5941, 0.2408, 0.0326)  -0.63
C (-5.1115, 0.8994, 1.1572)  -0.99
C (-3.7641, 1.2193, 1.2541)  -0.25
N (0.0577, -1.5152, -0.5206)  1.52
C (-0.7305, -1.9628, -4.0682)  -0.59
C (-1.7097, -0.9800, -4.0361)  -0.18
C (-3.0228, -1.2804, -4.3909)  -0.71
C (-3.3650, -2.5647, -4.7811)  -0.65
C (-2.3840, -3.5503, -4.8289)  -1.08
C (-1.0782, -3.2498, -4.4779)  -0.09
C (1.7182, -1.8780, -4.7638)  0.30
C (1.3403, -2.0069, -6.0945)  -0.24
C (2.2999, -2.1294, -7.0942)  -0.95
C (3.6483, -2.1154, -6.7793)  -0.49
C (4.0383, -1.9665, -5.4555)  -0.90
C (3.0805, -1.8435, -4.4616)  -0.39
H (2.0133, -2.2221, -2.0302)  0.43
H (1.2330, -3.6004, -2.7954)  0.57
H (-0.8625, -4.4794, -1.7371)  0.57
H (-2.5506, -4.2284, 0.0684)  0.46
H (-2.5365, -2.1691, 1.4771)  0.58
H (0.2702, 0.1889, 1.3934)  -1.12
H (-1.3009, -0.1110, 2.1501)  0.79
H (0.2222, 1.7969, 2.5923)  -0.18
H (0.7124, 4.0275, 3.4447)  0.55
H (-0.2954, 6.0276, 2.3851)  0.46
H (-1.8260, 5.7520, 0.4522)  0.44
H (-2.3328, 3.4993, -0.4102)  0.53
H (-2.6960, -0.0386, -1.6993)  -0.08
H (-5.0882, -0.6078, -1.8755)  0.46
H (-6.6460, -0.0036, -0.0428)  0.42
H (-5.7879, 1.1750, 1.9566)  0.44
H (-3.3979, 1.7474, 2.1286)  0.44
H (-1.4382, 0.0265, -3.7484)  0.60
H (-3.7738, -0.4999, -4.3737)  0.57
H (-4.3845, -2.7984, -5.0610)  0.45
H (-2.6372, -4.5519, -5.1524)  0.44
H (-0.3173, -4.0214, -4.5441)  0.49
H (0.2927, -2.0107, -6.3660)  0.44
H (1.9851, -2.2330, -8.1245)  0.42
H (4.3927, -2.2106, -7.5593)  0.40
H (5.0895, -1.9423, -5.1979)  0.42
H (3.4105, -1.7051, -3.4394)  0.29
C (-1.6090, 2.3117, 5.2367)  -1.49
C (-0.2127, 1.7431, 5.1842)  0.72
C (0.0326, 0.4571, 4.7188)  -0.44
C (1.3173, -0.0706, 4.6667)  -0.16
C (2.3959, 0.6992, 5.0800)  -0.39
N (3.7406, 0.2183, 5.0524)  -0.03
C (4.2418, -0.7699, 4.2455)  0.21
O (5.1128, -1.5372, 4.5717)  -0.62
N (3.6320, -0.8576, 2.9777)  -0.09
C (3.3837, 0.1939, 2.0950)  -0.06
C (3.5674, 1.5490, 2.3815)  -0.12
C (3.2759, 2.4892, 1.4137)  -0.84
C (2.7744, 2.0913, 0.1914)  -0.31
N (2.5760, 0.7964, -0.0853)  -0.38
C (2.8941, -0.1226, 0.8357)  -0.09
C (2.1690, 1.9829, 5.5622)  -0.21
C (0.8806, 2.4906, 5.6163)  -0.74
H (-2.3201, 1.6614, 4.7270)  0.28
H (-1.6511, 3.2954, 4.7651)  0.29
H (-1.9448, 2.4286, 6.2688)  0.43
H (-0.8034, -0.1564, 4.3978)  0.44
H (1.4717, -1.0832, 4.3203)  0.50
H (4.2873, 0.3506, 5.8906)  0.29
H (3.8327, -1.7491, 2.5484)  0.24
H (3.9587, 1.8581, 3.3382)  0.65
H (3.4281, 3.5418, 1.6092)  0.49
H (2.5174, 2.8055, -0.5788)  0.48
H (2.7421, -1.1592, 0.5562)  0.45
H (3.0085, 2.5870, 5.8911)  0.45
H (0.7239, 3.4957, 5.9931)  0.45

Its energy above the lowest of the compared OMol25 structures with the same formula, charge and spin is 62.5 kJ/mol. The multiplicity is 5. Its HOMO-LUMO gap (alpha / beta) is 8.5 / 6.1 eV. As for the charge: +1. The value obtained for the maximum force is 0.53 eV/A. Its HOMO energy (alpha / beta) is -11.20 / -11.20 eV. The calculation puts the electronic energy at -2331.97541 a.u.

***

[2]
Molecular formula: C12H17N3
Method: DFT, wB97M-V/def2-TZVPD

Last column: Mulliken charge in e.
Positions of all 32 atoms, in Å:
C (-2.3322, -0.3252, -2.4390)  -0.45
C (-1.6606, 0.6504, -1.4381)  -0.60
C (-0.5914, 1.6197, -1.9787)  -0.37
C (0.9099, 2.5717, 0.0027)  -1.64
C (0.9587, 1.3362, 0.8539)  0.75
C (0.1807, 1.4548, 1.9673)  -0.34
C (0.2640, -0.7735, 1.8601)  -0.56
C (0.1496, -2.1936, 2.2629)  -0.57
C (1.1675, -2.9338, 1.6537)  -0.45
C (1.7669, -2.4213, 0.3882)  -0.55
C (1.5100, -1.0806, -0.2398)  -0.15
C (0.8145, -0.2183, 0.7221)  0.91
H (-0.5821, -1.0968, -3.6712)  0.26
H (-0.9473, -2.3826, -2.7746)  0.26
H (-3.1686, -0.7616, -1.7743)  0.30
H (-2.7167, 0.5572, -3.1356)  0.24
H (-1.2246, 0.0978, -0.6137)  0.04
H (-2.3999, 1.3639, -1.3821)  0.48
H (0.2977, 0.9891, -2.5162)  0.15
H (-1.2475, 2.0565, -2.8776)  0.28
H (-1.0828, 3.1132, -0.4060)  0.30
H (1.9503, 2.6550, -0.5415)  0.25
H (0.9769, 3.3483, 0.6449)  0.73
H (0.3677, 2.5214, 2.4711)  0.17
H (-1.1324, 0.2867, 3.3301)  0.33
H (-0.6389, -2.5590, 3.0213)  0.27
H (1.5998, -3.8634, 2.1489)  0.31
H (2.2643, -3.0515, -0.3328)  0.36
H (2.1387, -0.8495, -1.2950)  0.19
N (-1.4144, -1.3845, -3.3493)  -0.68
N (-0.1956, 2.6694, -0.9198)  -0.14
N (-0.2871, 0.3515, 2.5567)  -0.08

Its energy above the lowest of the compared OMol25 structures with the same formula, charge and spin is 799.1 kJ/mol. Its HOMO-LUMO gap is 8.5 eV. As for the charge: 0. The value obtained for the maximum force is 7.71 eV/A. The SMILES is NCCCNCc1c[nH]c2ccccc12. Its HOMO energy is -7.85 eV. The calculation puts the electronic energy at -631.42424 a.u.

***

[3]
Molecular formula: C4H7NO2
Method: DFT, wB97M-V/def2-TZVPD

Last column: Mulliken charge in e.
Positions of all 14 atoms, in Å:
O (-1.9134, 0.5195, -0.8766)  -0.54
C (-0.5528, 0.8247, -0.9244)  -0.72
C (0.1955, -0.0469, 0.0347)  1.06
C (-0.4758, -0.3373, 1.4553)  -0.71
N (-0.3014, -1.3121, 0.4052)  -0.70
C (1.7081, -0.0181, -0.0864)  -0.18
O (2.4008, -0.9780, 0.1776)  -0.49
H (-1.9442, -0.4455, -0.7759)  0.34
H (-0.1101, 0.6360, -1.9088)  0.31
H (-0.4359, 1.8993, -0.7108)  0.30
H (-1.5152, -0.0122, 1.5222)  0.28
H (0.3161, 0.3482, 1.6823)  0.36
H (0.4616, -1.9624, 0.5421)  0.30
H (2.1667, 0.8848, -0.5364)  0.38

Its energy above the lowest of the compared OMol25 structures with the same formula, charge and spin is 392.6 kJ/mol. Its HOMO-LUMO gap is 9.9 eV. As for the charge: 0. The value obtained for the maximum force is 2.99 eV/A. The SMILES is O=C[C@]1(CO)CN1. Its HOMO energy is -9.65 eV. The calculation puts the electronic energy at -361.73132 a.u.

***

[4]
Molecular formula: C23H13F10N6O7Ru
Method: DFT, wB97M-V/def2-TZVPD

Last column: Mulliken charge in e.
Positions of all 60 atoms, in Å:
Ru (0.0379, 0.2747, 0.0203)  0.94
C (-1.0392, -2.4786, -0.1545)  -1.29
N (-0.8462, -1.4643, 0.9077)  0.61
C (0.2016, -1.9007, 1.8525)  -0.85
C (0.6622, -0.6915, 2.6293)  -0.74
N (1.0209, 0.3124, 1.6340)  0.41
C (1.9278, 1.3208, 2.0190)  -0.84
C (1.7266, 2.1112, 3.1459)  0.73
F (0.5923, 1.9736, 3.8446)  -0.33
C (2.6328, 3.0777, 3.5247)  0.15
F (2.3904, 3.8403, 4.5826)  -0.28
C (3.7946, 3.2568, 2.7913)  0.64
F (4.6798, 4.1569, 3.1759)  -0.27
C (4.0323, 2.4765, 1.6743)  0.30
F (5.1529, 2.6212, 0.9855)  -0.31
C (3.1055, 1.5244, 1.3007)  0.47
F (3.4064, 0.6913, 0.3059)  -0.47
C (-2.1018, -1.2161, 1.6124)  -0.98
C (-2.7431, 0.0257, 1.0906)  -0.88
N (-1.7339, 1.0638, 0.8559)  0.51
C (-2.0019, 2.3908, 1.0895)  -0.61
C (-1.3907, 3.4026, 0.3148)  0.20
F (-0.6193, 3.0483, -0.7170)  0.05
C (-1.6334, 4.7468, 0.4954)  -0.30
F (-1.0757, 5.6402, -0.3102)  -0.27
C (-2.4808, 5.1580, 1.5078)  0.85
F (-2.7222, 6.4423, 1.6958)  -0.28
C (-3.0855, 4.2096, 2.3153)  0.01
F (-3.8726, 4.6013, 3.3077)  -0.28
C (-2.8718, 2.8676, 2.0981)  0.83
F (-3.4570, 2.0080, 2.9391)  -0.34
H (-1.2961, -3.4468, 0.2826)  0.41
H (-1.8385, -2.1641, -0.8204)  0.48
H (-0.1221, -2.5898, -0.7293)  0.25
H (-0.1529, -2.7056, 2.5015)  0.31
H (1.0424, -2.2732, 1.2673)  0.39
H (-0.1051, -0.3063, 3.3088)  0.40
H (1.5270, -0.9570, 3.2396)  0.54
H (-2.7833, -2.0614, 1.5048)  0.41
H (-1.8984, -1.0922, 2.6751)  0.30
H (-3.2111, -0.1627, 0.1157)  0.26
H (-3.5304, 0.3177, 1.7749)  0.62
O (2.3498, 3.3799, -6.9016)  -0.60
N (1.4284, 2.6728, -6.5653)  1.05
O (0.5996, 2.1814, -7.2973)  -0.60
C (1.3153, 2.3697, -5.1284)  -0.68
C (0.3570, 1.5049, -4.7007)  -0.30
C (0.2566, 1.2086, -3.3408)  -0.42
C (1.1516, 1.7519, -2.3776)  1.13
O (1.2147, 1.3883, -1.1466)  -0.77
C (2.0515, 2.7291, -2.8920)  -0.30
C (2.1575, 3.0069, -4.2249)  -0.34
N (2.9175, 3.5161, -1.9820)  1.03
O (2.6261, 3.5666, -0.8066)  -0.52
O (3.8305, 4.1214, -2.4949)  -0.62
N (-0.8104, 0.3223, -2.9731)  0.84
O (-1.5347, -0.1286, -3.8114)  -0.60
O (-1.0250, 0.0223, -1.7620)  -0.45
H (-0.3193, 1.0470, -5.4078)  0.69
H (2.8773, 3.7339, -4.5740)  0.69

Its HOMO-LUMO gap (alpha / beta) is 5.4 / 5.3 eV. As for the charge: +1. The value obtained for the maximum force is 4.99 eV/A. Its HOMO energy (alpha / beta) is -11.49 / -11.47 eV. The calculation puts the electronic energy at -2832.38663 a.u.

***

[5]
Molecular formula: CH10NOSSi2
Method: DFT, wB97M-V/def2-TZVPD

Last column: Mulliken charge in e.
Positions of all 16 atoms, in Å:
C (-1.5095, 0.8664, 0.7601)  -0.18
N (-2.5061, 0.7957, -0.4731)  -0.46
O (-0.1858, 0.9289, 0.2472)  -0.38
Si (2.0238, -2.3584, 0.2726)  0.33
Si (2.0068, -0.2295, -0.6477)  0.26
S (3.1197, 1.1759, 0.5282)  -0.27
H (-1.6715, 1.7048, 1.3070)  0.39
H (-2.1625, 0.0532, -1.1168)  0.38
H (-3.5265, 0.7323, -0.1222)  0.40
H (-2.6883, 1.7938, -0.9781)  0.43
H (-0.1390, 1.5269, -0.4895)  0.33
H (1.7305, -3.5441, -0.7310)  -0.05
H (3.3750, -2.8118, 0.6828)  -0.09
H (1.5173, -2.1902, 1.5452)  -0.11
H (1.2746, 0.5098, -1.7866)  -0.13
H (4.1073, 1.2246, -0.2805)  0.15

The multiplicity is 3. Its HOMO-LUMO gap (alpha / beta) is 5.1 / 5.6 eV. As for the charge: +1. The value obtained for the maximum force is 5.69 eV/A. Its HOMO energy (alpha / beta) is -9.65 / -12.12 eV. The calculation puts the electronic energy at -1150.77289 a.u.